1.
Density functional theory data (ωB97M-V with the def2-TZVPD basis set) for C12H32B3F18N4O4P as an isolated structure in a non-equilibrium geometry.

```
74
Properties=species:S:1:pos:R:3
C -3.2778 -2.4950 3.8435
C -1.8092 -2.7044 3.5784
O -1.2615 -3.7580 3.5872
N -1.0330 -1.5037 3.1219
H -0.8223 -1.6282 2.1359
H -1.6776 -0.7059 3.2542
C 0.1663 -1.3003 4.0831
H -3.6342 -3.5083 4.0480
H -3.9443 -2.2249 3.0233
H -3.5720 -1.9206 4.7195
H 0.8434 -0.6080 3.5962
H 0.6374 -2.2771 4.1737
H -0.1066 -1.0124 5.0940
C -3.8530 1.3338 -2.3753
C -2.6639 1.0174 -3.2107
O -1.8415 1.7459 -3.6405
N -2.3307 -0.4748 -3.3580
H -1.3741 -0.4478 -2.9900
H -2.8476 -1.1497 -2.8033
C -2.4434 -0.7882 -4.8406
H -3.7234 1.0876 -1.3211
H -4.7556 0.8742 -2.7792
H -3.9581 2.4156 -2.4570
H -1.9236 -1.7301 -5.0150
H -2.0783 -0.0717 -5.5680
H -3.4899 -1.0679 -4.9684
C 4.1440 1.1168 -0.5836
C 3.9826 -0.0913 -1.4746
O 4.7294 -0.4285 -2.3363
N 2.9510 -1.1588 -1.1574
H 3.4541 -1.8063 -0.5300
H 2.2398 -0.8196 -0.4972
C 2.2430 -1.6853 -2.4080
H 3.2288 1.6905 -0.4514
H 5.0054 1.7084 -0.8850
H 4.4427 0.7974 0.4167
H 2.9350 -2.1458 -3.1018
H 1.7813 -0.8068 -2.8438
H 1.4972 -2.3324 -1.9568
C 1.8697 2.5670 3.3685
C 1.3340 3.0824 2.0691
O 2.0029 3.6653 1.2722
N -0.0708 2.7335 1.6550
H -0.0098 2.3178 0.7006
H -0.5179 2.0682 2.3167
C -0.8776 4.0407 1.5853
H 2.9488 2.6749 3.4414
H 1.6344 1.5196 3.5441
H 1.4367 3.2420 4.1127
H -0.4572 4.7743 0.9058
H -1.0492 4.3602 2.6077
H -1.7478 3.6036 1.0948
P -0.0979 -1.3516 -5.5529
F -0.4697 -1.8504 -4.0284
F 0.5120 -2.7761 -6.0123
F -1.5376 -1.8481 -6.1214
F 0.1997 -0.7189 -6.9981
F -0.8165 0.0506 -5.0507
F 1.3442 -0.9390 -4.9782
B -0.1035 0.0318 -0.6291
F -1.3649 -0.1124 -0.0644
F -0.0600 -0.6001 -1.8563
F 0.2359 1.3944 -0.7075
F 0.7912 -0.5556 0.2874
B 4.0432 -1.8117 1.6436
F 3.1449 -0.7227 1.6451
F 5.1809 -1.4433 0.9238
F 4.3855 -2.0924 2.9598
F 3.4463 -2.9336 1.0572
B -2.2468 1.3146 3.9173
F -3.1782 2.2488 4.3380
F -0.9565 1.8670 4.0232
F -2.3423 0.2074 4.7973
F -2.4663 0.8555 2.6106
```

Values from the calculation:
- Largest force on an atom: 0.2206 hartree/bohr
- Spin multiplicity: 1
- Total charge: 0
- E_tot: -87362.9895 eV

These are the Mulliken partial charges, in e, on atoms 1 to 2: number 1, C, carries -1.134; number 2, C, carries 0.765

---

2.
Density functional theory data (ωB97M-V with the def2-TZVPD basis set) for an isolated ion of composition C3H6NO2 and charge -1 in a non-equilibrium geometry.

```
12
Properties=species:S:1:pos:R:3
C 0.9971 -0.9770 -0.1275
C 0.3701 0.3324 0.3048
C -1.1309 0.5974 -0.0866
O -1.7805 -0.3593 -0.5180
O -1.4610 1.7755 0.1370
N 2.4617 -1.0710 0.0362
H 0.5270 -1.7198 0.5193
H 0.6839 -1.1550 -1.1521
H 0.2529 0.4345 1.3922
H 0.9422 1.2145 0.0053
H 2.7904 -0.4118 0.7359
H 2.6646 -2.0029 0.3882
```

Values from the calculation:
- ΔE to the lowest compared entry with this formula, charge and spin: 12.4 kcal per mole
- Largest force on an atom: 0.0242 hartree/bohr
- Spin multiplicity: 1
- Total charge: -1
- SMILES: NCCC(=O)[O-]

These are the Mulliken partial charges, in e, on atoms 1 to 2: number 1, C, carries -0.080; number 2, C, carries -0.605

---

3.
Density functional theory data (ωB97M-V with the def2-TZVPD basis set) for a 2-piece molecular cluster, CClNS2 overall in a non-equilibrium geometry.

```
5
Properties=species:S:1:pos:R:3
C 0.0814 -0.9716 1.6192
N -0.2754 -1.4766 2.6312
S -1.3605 0.8893 -0.5206
S -0.1286 0.2627 -1.8911
Cl 1.6831 1.2962 -1.8387
```

Values from the calculation:
- ΔE to the lowest compared entry with this formula, charge and spin: 78.7 kcal per mole
- Largest force on an atom: 0.0534 hartree/bohr
- Spin multiplicity: 1
- Total charge: 0

These are the Mulliken partial charges, in e, on atoms 1 to 2: number 1, C, carries 0.133; number 2, N, carries -0.270

---

4.
Density functional theory data (ωB97M-V with the def2-TZVPD basis set) for C25H42AsN6O2Si3Y as an isolated structure.

```
80
Properties=species:S:1:pos:R:3
Y 0.1449 0.0971 -0.3417
C 1.4330 0.9428 2.6160
N 1.9715 0.4089 1.3399
C 2.6674 -0.8770 1.5308
C 1.6242 -1.9503 1.6319
N 0.4252 -1.8217 1.0927
C -0.2618 -2.9989 1.4125
C -1.5756 -3.3798 1.1464
C -1.9798 -4.6132 1.6105
C -1.1084 -5.4522 2.3259
C 0.1893 -5.0796 2.6092
C 0.5847 -3.8322 2.1394
N 1.7785 -3.1246 2.2610
C 0.1647 1.7048 2.3938
N -0.7292 1.3758 1.4805
C -1.7805 2.2902 1.6341
C -2.9768 2.4217 0.9320
C -3.8249 3.4356 1.3215
C -3.5010 4.3042 2.3776
C -2.3179 4.1877 3.0758
C -1.4706 3.1611 2.6756
N -0.2191 2.7554 3.1322
H 2.1746 1.5606 3.1255
H 1.2098 0.0960 3.2694
H 2.6183 1.0876 0.9455
H 3.3128 -0.8772 2.4135
H 3.3033 -1.0568 0.6614
H -2.2556 -2.7363 0.6012
H -2.9926 -4.9455 1.4285
H -1.4682 -6.4123 2.6690
H 0.8533 -5.7232 3.1697
H 2.6063 -3.4335 2.7463
H -3.2275 1.7665 0.1083
H -4.7630 3.5726 0.8018
H -4.1977 5.0857 2.6473
H -2.0694 4.8589 3.8863
H 0.3075 3.1802 3.8790
C 2.9989 -3.7629 -1.2539
Si 3.0122 -2.7676 -2.8377
C 2.8169 -3.8673 -4.3257
C 4.5382 -1.7011 -2.9347
As 1.1788 -1.2453 -2.7226
Si -0.7754 -2.5458 -3.0931
C -2.2057 -1.5195 -2.4011
C -1.0534 -2.8829 -4.9010
C -0.6207 -4.1482 -2.1466
Si 1.4120 0.2706 -4.5844
C 2.0290 -0.6889 -6.0571
C -0.2660 0.9907 -4.9422
C 2.6532 1.5518 -4.0139
H 3.8212 -4.4834 -1.2745
H 2.0696 -4.3213 -1.1279
H 3.1434 -3.1312 -0.3789
H 3.6627 -4.5574 -4.3865
H 2.7955 -3.2904 -5.2496
H 1.9094 -4.4699 -4.2780
H 5.4353 -2.3231 -2.9824
H 4.6312 -1.0497 -2.0626
H 4.5309 -1.0676 -3.8225
H -2.5415 -0.7802 -3.1313
H -2.0170 -0.9428 -1.4823
H -3.0517 -2.1710 -2.1689
H -1.2065 -1.9707 -5.4780
H -1.9374 -3.5115 -5.0339
H -0.2013 -3.4171 -5.3256
H -0.3744 -4.0038 -1.0943
H 0.1361 -4.7988 -2.5862
H -1.5729 -4.6840 -2.1939
H 1.3477 -1.4981 -6.3255
H 3.0243 -1.1054 -5.9067
H 2.0876 -0.0110 -6.9135
H -0.9419 0.2415 -5.3567
H -0.1454 1.7701 -5.7002
H -0.7416 1.4486 -4.0758
H 3.6122 1.3960 -4.5117
H 2.8242 1.5270 -2.9375
H 2.3107 2.5579 -4.2644
O -0.9169 1.7354 -1.5647
N 0.0264 2.5743 -1.5378
O 1.0401 2.1336 -0.9270
```

Values from the calculation:
- ΔE to the lowest compared entry with this formula, charge and spin: 14.2 kcal per mole
- Largest force on an atom: 0.0045 hartree/bohr
- Spin multiplicity: 1
- Total charge: +2

These are the Mulliken partial charges, in e, on atoms 1 to 2: number 1, Y, carries 0.307; number 2, C, carries -0.313

---

5.
Density functional theory data (ωB97M-V with the def2-TZVPD basis set) for AlF3NO4S2 as an isolated structure in a non-equilibrium geometry.

```
11
Properties=species:S:1:pos:R:3
Al -0.4437 -2.9386 0.1316
N -0.0455 -0.1223 0.1047
S 0.1586 0.9209 1.2503
O -0.8622 1.8531 1.5586
O 1.5013 1.4057 1.3420
F 0.1364 -0.1245 2.4282
S -0.3138 1.0139 -1.1349
O 0.5740 2.0936 -1.3162
O -1.6916 1.1590 -1.4375
F 0.1036 -0.0034 -2.2583
F 0.8830 -5.2574 -0.6687
```

Values from the calculation:
- ΔE to the lowest compared entry with this formula, charge and spin: 0.0 kcal per mole
- Largest force on an atom: 0.1500 hartree/bohr
- Spin multiplicity: 1
- Total charge: +1

These are the Mulliken partial charges, in e, on atoms 1 to 2: number 1, Al, carries 1.220; number 2, N, carries -0.011

---

6.
Density functional theory data (ωB97M-V with the def2-TZVPD basis set) for an isolated ion of composition C8H7N2O2 and charge +1 in a non-equilibrium geometry.

```
19
Properties=species:S:1:pos:R:3
C -0.5179 1.7076 1.6649
C 0.8922 1.6076 1.8509
C -1.1253 0.9012 0.7132
C 1.6033 0.7476 0.9675
C -0.3986 -0.1518 -0.0787
C 1.0844 -0.0486 -0.0343
C -1.0563 -1.0453 -0.8948
C 1.9511 -0.7098 -1.0382
N 1.1865 -1.0307 -2.2427
N -1.9104 -1.9207 -1.2421
O 3.1428 -0.9819 -0.9629
O 1.8002 -1.7367 -3.0987
H -1.1151 2.3831 2.2139
H 1.2971 2.0787 2.6539
H -2.0675 1.0104 0.3555
H 2.6387 0.6193 1.1235
H -2.1908 -1.9763 -2.3143
H -2.3326 -2.5075 -0.5488
H 2.7604 -2.0206 -2.6467
```

Values from the calculation:
- ΔE to the lowest compared entry with this formula, charge and spin: 89.6 kcal per mole
- Largest force on an atom: 0.0933 hartree/bohr
- Spin multiplicity: 1
- Total charge: +1

These are the Mulliken partial charges, in e, on atoms 1 to 2: number 1, C, carries -0.494; number 2, C, carries -0.679